No. 1
C5H7BrN4O2 in the gas phase in a non-equilibrium geometry. Source: OMol25; level of theory: ωB97M-V/def2-TZVPD.

Properties
Relative energy (zero: lowest compared OMol25 entry of this formula, charge and spin) in kcal per mole: 0.0
Spin multiplicity: 1
Charge: 0
Largest force on an atom in hartree/bohr: 0.0822
DFT total energy in eV: -85392.472
SMILES: CNc1c([N+](=O)[O-])c(Br)nn1C
HOMO level in hartree: -0.317
Gap between HOMO and LUMO in eV: 8.82

Last columns: bonded neighbours and bond lengths (Å).
CARTESIAN COORDINATES (ANGSTROEM)
1 C -2.61805 -0.70631 0.03478  C2 1.411, C3 1.537, N9 1.385
2 C -3.40328 0.46643 0.02315  C1 1.411, N6 1.308, Br12 1.863
3 C -1.19368 -0.13415 0.11662  C1 1.537, N7 1.341, N8 1.337
4 C -0.39960 2.22042 0.31139  N7 1.438, H13 1.093, H14 1.088, H15 1.092
5 C 0.35042 -2.03172 -0.29261  N8 1.445, H16 1.088, H17 1.095, H18 1.087
6 N -2.69014 1.55856 0.11583  C2 1.308, N7 1.350
7 N -1.39196 1.19125 0.15862  C3 1.341, C4 1.438, N6 1.350
8 N 0.02532 -0.68257 0.11007  C3 1.337, C5 1.445, H19 1.011
9 N -3.06778 -2.01384 0.12219  C1 1.385, O10 1.227, O11 1.218
10 O -2.30312 -2.87314 0.54928  N9 1.227
11 O -4.22002 -2.23231 -0.20694  N9 1.218
12 Br -5.26070 0.57562 -0.06196  C2 1.863
13 H 0.26179 2.25701 -0.55863  C4 1.093
14 H -0.94221 3.16056 0.38670  C4 1.088
15 H 0.18459 2.06522 1.22117  C4 1.092
16 H -0.39844 -2.71901 0.09663  C5 1.088
17 H 0.38336 -2.12349 -1.38295  C5 1.095
18 H 1.32503 -2.29534 0.11072  C5 1.087
19 H 0.78549 -0.01887 0.05289  N8 1.011

No. 2
2 unconnected molecules or ions with the total composition C5H14 in a non-equilibrium geometry. Source: OMol25; level of theory: ωB97M-V/def2-TZVPD.

Properties
Relative energy (zero: lowest compared OMol25 entry of this formula, charge and spin) in kcal per mole: 47.5
Spin multiplicity: 1
Charge: 0
Largest force on an atom in hartree/bohr: 0.0988
DFT total energy in eV: -5409.992
SMILES: CCC.CC
HOMO level in hartree: -0.401
Gap between HOMO and LUMO in eV: 12.01

Last columns: bonded neighbours and bond lengths (Å).
CARTESIAN COORDINATES (ANGSTROEM)
1 C 0.48227 -1.75352 2.47440  C2 1.503, H3 1.054, H4 1.051, H5 1.155
2 C 0.80761 -0.32840 2.82414  C1 1.503, H6 1.027, H7 0.996, H8 1.100
3 H 0.17917 -1.80860 1.46614  C1 1.054
4 H 1.33406 -2.35797 2.58845  C1 1.051
5 H -0.39626 -2.30260 2.98596  C1 1.155
6 H 0.02925 -0.13387 3.46465  C2 1.027
7 H 0.79411 0.09054 1.92016  C2 0.996
8 H 1.81995 -0.24681 3.24558  C2 1.100
9 C -0.28613 0.87499 -2.40932  C10 1.571, C11 1.512, H12 1.167, H13 1.166
10 C 0.50677 1.17793 -1.08727  C9 1.571, H14 1.010, H18 1.075, H19 1.157
11 C -1.54841 0.14090 -2.01725  C9 1.512, H15 1.090, H16 1.057, H17 1.100
12 H -0.70104 1.88054 -2.83069  C9 1.167
13 H 0.39874 0.45452 -3.25354  C9 1.166
14 H 0.44715 0.29418 -0.60133  C10 1.010
15 H -1.85564 0.30300 -0.98424  C11 1.090
16 H -2.35177 0.56700 -2.55540  C11 1.057
17 H -1.42119 -0.94116 -2.17033  C11 1.100
18 H 1.51869 1.32218 -1.41950  C10 1.075
19 H 0.43216 2.20769 -0.56409  C10 1.157

No. 3
C5H12N2O in the gas phase in a non-equilibrium geometry. Source: OMol25; level of theory: ωB97M-V/def2-TZVPD.

Properties
Relative energy (zero: lowest compared OMol25 entry of this formula, charge and spin) in kcal per mole: 61.8
Spin multiplicity: 1
Charge: 0
Largest force on an atom in hartree/bohr: 0.0550
DFT total energy in eV: -10405.746
SMILES: CN[C@]1(N)OC1(C)C
HOMO level in hartree: -0.311
Gap between HOMO and LUMO in eV: 9.41

Last columns: bonded neighbours and bond lengths (Å).
CARTESIAN COORDINATES (ANGSTROEM)
1 C 0.22587 0.39307 0.89409  C2 1.500, C3 1.497, C6 1.479, O8 1.702
2 C 0.69753 -0.12767 2.21958  C1 1.500, H13 1.089, H14 1.089, H15 1.092
3 C 0.74543 1.74331 0.51000  C1 1.497, H12 1.085, H16 1.092, H17 1.091
4 C -0.72969 0.04338 -2.48174  N5 1.450, H18 1.092, H19 1.090, H20 1.097
5 N 0.18159 -0.30023 -1.40726  C4 1.450, C6 1.453, H9 1.012
6 C -0.39274 -0.52046 -0.09075  C1 1.479, N5 1.453, N7 1.450, O8 1.357
7 N -0.43274 -1.93872 0.20735  C6 1.450, H10 1.016, H11 1.014
8 O -1.38369 0.29601 0.34827  C1 1.702, C6 1.357
9 H 0.84941 -1.02195 -1.64584  N5 1.012
10 H -1.12266 -2.35935 -0.40865  N7 1.016
11 H -0.77070 -2.08784 1.15190  N7 1.014
12 H 0.35542 2.03586 -0.45931  C3 1.085
13 H 1.41948 -0.93050 2.07757  C2 1.089
14 H 1.14739 0.65241 2.83133  C2 1.089
15 H -0.15453 -0.52787 2.77368  C2 1.092
16 H 0.42030 2.47903 1.24821  C3 1.092
17 H 1.83616 1.72969 0.50548  C3 1.091
18 H -0.19999 0.63750 -3.22972  C4 1.092
19 H -1.53937 0.64488 -2.06976  C4 1.090
20 H -1.15246 -0.84054 -2.97442  C4 1.097

No. 4
C4H9NO in the gas phase in a non-equilibrium geometry. Source: OMol25; level of theory: ωB97M-V/def2-TZVPD.

Properties
Relative energy (zero: lowest compared OMol25 entry of this formula, charge and spin) in kcal per mole: 103.1
Spin multiplicity: 1
Charge: 0
Largest force on an atom in hartree/bohr: 0.0245
DFT total energy in eV: -7827.850
SMILES: CC/N=C\CO
HOMO level in hartree: -0.299
Gap between HOMO and LUMO in eV: 8.65

Last columns: bonded neighbours and bond lengths (Å).
CARTESIAN COORDINATES (ANGSTROEM)
1 C -2.16326 0.17703 -0.55028  C3 1.515, H7 1.077, H8 1.097, H9 1.096
2 N -0.30852 0.67401 0.53446  C3 1.500, C4 1.267
3 C -0.76550 -0.39159 -0.41754  C1 1.515, N2 1.500, H10 1.113, H11 1.102
4 C 0.65833 0.04816 1.06321  N2 1.267, C5 1.490, H12 1.096
5 C 1.99809 -0.08574 0.42412  C4 1.490, O6 1.394, H13 1.088, H14 1.112
6 O 2.08790 0.30536 -0.91126  C5 1.394, H15 0.972
7 H -2.67695 -0.36316 -1.32803  C1 1.077
8 H -2.63489 0.04328 0.43165  C1 1.097
9 H -2.14934 1.25796 -0.73358  C1 1.096
10 H -0.91612 -1.37592 0.07961  C3 1.113
11 H -0.14020 -0.59825 -1.30121  C3 1.102
12 H 0.55817 -0.30577 2.09573  C4 1.096
13 H 2.46243 -1.06117 0.55494  C5 1.088
14 H 2.52324 0.63249 1.09059  C5 1.112
15 H 1.46663 1.04329 -1.03241  O6 0.972

- Which of these has the highest largest force on an atom?
  C5H14